Record 1
Entry from the OMol25 dataset: a structure of composition C6H10O at a distorted geometry (wB97M-V/def2-TZVPD).

ORCA input file:
```
! wB97M-V def2-TZVPD RIJCOSX def2/J DEFGRID3
* xyz 0 1
C 0.772 2.021 0.512
C -0.230 0.993 -0.005
O 0.340 0.395 -1.188
C -0.307 -0.825 -1.450
C -0.618 -1.450 -0.108
C 0.416 -1.215 0.932
C -0.573 -0.092 1.018
H 1.023 2.726 -0.289
H 1.699 1.540 0.844
H 0.354 2.586 1.351
H -1.161 1.508 -0.280
H -1.216 -0.689 -2.062
H 0.388 -1.459 -2.010
H -1.161 -2.401 -0.072
H 1.390 -1.017 0.491
H 0.440 -1.901 1.772
H -1.556 -0.718 0.545
*
```

Computed properties:
E_LUMO: 1.02 eV
HOMO level: -8.410 eV



Record 2
Entry from the OMol25 dataset: a structure of composition H2NaO at a distorted geometry (wB97M-V/def2-TZVPD).

ORCA input file:
```
! wB97M-V def2-TZVPD RIJCOSX def2/J DEFGRID3
* xyz 1 1
O 0.103 -0.290 -1.091
H -0.505 -1.032 -1.313
H 0.997 -0.621 -1.335
Na -0.595 1.942 3.738
*
```

Computed properties:
E_LUMO: -5.67 eV
HOMO level: -14.209 eV



Record 3
Entry from the OMol25 dataset: a cluster of 2 separate species, C2H7N2O in total at a distorted geometry (wB97M-V/def2-TZVPD).

ORCA input file:
```
! wB97M-V def2-TZVPD RIJCOSX def2/J DEFGRID3
* xyz 1 1
N 3.492 0.094 -0.482
C -1.776 1.151 0.397
C -0.965 0.009 0.147
N -1.682 -1.067 -0.323
O 0.205 -0.061 0.471
H 3.682 -0.302 -1.394
H 4.237 -0.071 0.152
H 2.548 0.096 -0.163
H -1.322 2.127 0.558
H -2.854 1.151 0.312
H -1.212 -1.807 -0.811
H -2.677 -1.096 -0.163
*
```

Computed properties:
E_LUMO: -9.48 eV
HOMO level: -12.380 eV



Record 4
Entry from the OMol25 dataset: an isolated molecule of C18H24N2O8 (wB97M-V/def2-TZVPD).

ORCA input file:
```
! wB97M-V def2-TZVPD RIJCOSX def2/J DEFGRID3
* xyz 0 1
C 7.321 3.065 0.568
C 7.691 1.645 0.170
O 6.668 1.041 -0.632
C 5.631 0.512 0.018
O 5.490 0.480 1.209
N 4.736 0.007 -0.907
C 3.550 -0.674 -0.698
O 2.867 -1.009 -1.625
C 3.195 -0.956 0.753
O 2.018 -1.738 0.808
C 2.158 -3.016 0.413
O 3.217 -3.517 0.149
C 0.834 -3.751 0.400
N -0.279 -2.953 0.835
C -1.319 -2.693 -0.005
O -1.423 -3.241 -1.087
C -2.322 -1.718 0.498
C -2.491 -1.378 1.834
C -3.451 -0.449 2.176
C -4.268 0.165 1.227
O -5.172 1.034 1.753
C -5.738 2.081 0.983
C -4.694 3.095 0.526
C -4.129 -0.210 -0.127
O -4.988 0.343 -1.039
C -4.804 0.103 -2.421
C -3.639 0.890 -3.011
C -3.153 -1.136 -0.456
H 7.114 3.663 -0.316
H 6.441 3.057 1.206
H 8.145 3.514 1.114
H 8.581 1.629 -0.461
H 7.851 1.029 1.061
H 4.986 0.139 -1.882
H 2.988 -0.027 1.287
H 4.029 -1.476 1.238
H 0.621 -4.064 -0.630
H 0.943 -4.656 1.011
H -0.136 -2.364 1.638
H -1.906 -1.838 2.615
H -3.603 -0.166 3.206
H -6.288 1.686 0.125
H -6.443 2.553 1.673
H -3.994 2.634 -0.166
H -5.186 3.925 0.027
H -4.140 3.473 1.382
H -5.744 0.438 -2.871
H -4.692 -0.970 -2.617
H -3.582 0.706 -4.080
H -3.787 1.955 -2.845
H -2.697 0.595 -2.555
H -3.009 -1.459 -1.474
*
```

Computed properties:
E_LUMO: 0.61 eV
HOMO level: -8.246 eV



Record 5
Entry from the OMol25 dataset: the ion C22H27OSi with charge +1 at a distorted geometry (wB97M-V/def2-TZVPD).

ORCA input file:
```
! wB97M-V def2-TZVPD RIJCOSX def2/J DEFGRID3
* xyz 1 1
C 1.622 2.901 1.310
Si -0.019 2.863 0.441
C -1.295 3.257 1.743
C -0.163 4.106 -0.926
C -0.346 1.111 -0.263
C 0.313 -0.140 0.202
O -1.740 1.077 -0.101
C -2.534 0.021 -0.546
C -3.738 -0.121 0.137
C -4.645 -1.080 -0.296
C -4.334 -1.890 -1.401
C -3.103 -1.745 -2.054
C -2.213 -0.749 -1.661
H 1.525 3.707 2.059
H 1.879 1.972 1.837
H 2.436 3.154 0.615
H -0.961 4.178 2.241
H -2.286 3.431 1.308
H -1.379 2.467 2.501
H 0.464 4.967 -0.658
H 0.166 3.701 -1.894
H -1.207 4.436 -1.021
H -0.468 -0.862 0.489
H 0.783 0.199 1.151
H -3.932 0.531 0.994
H -5.601 -1.198 0.221
H -5.047 -2.629 -1.760
H -2.821 -2.393 -2.883
H -1.291 -0.553 -2.202
C 2.577 -0.036 -1.025
C 2.601 -0.131 -2.572
C 1.633 -1.247 -2.882
C 0.894 -1.592 -1.798
C 1.351 -0.875 -0.542
C 1.763 -1.917 0.540
C 0.925 -3.023 0.720
C 0.695 -3.493 2.018
C 1.355 -2.909 3.103
C 2.328 -1.927 2.885
C 2.580 -1.470 1.586
H 3.496 -0.521 -0.663
H 2.607 0.997 -0.661
H 2.282 0.829 -3.006
H 3.618 -0.335 -2.932
H 1.549 -1.669 -3.891
H 0.059 -2.292 -1.772
H 0.373 -3.456 -0.110
H -0.036 -4.290 2.168
H 1.089 -3.194 4.124
H 2.868 -1.474 3.713
H 3.325 -0.694 1.413
*
```

Computed properties:
E_LUMO: -5.74 eV
HOMO level: -11.718 eV



Record 6
Entry from the OMol25 dataset: a structure of composition C6H18BF4KO3 at a distorted geometry (wB97M-V/def2-TZVPD).

ORCA input file:
```
! wB97M-V def2-TZVPD RIJCOSX def2/J DEFGRID3
* xyz 0 1
K 8.699 -17.791 -1.082
B 10.334 -18.433 -3.580
F 10.889 -17.560 -2.638
F 10.438 -19.789 -3.164
F 8.937 -18.182 -3.662
F 10.964 -18.270 -4.818
C 10.592 -14.738 -0.299
C 9.252 -14.052 -0.476
O 8.300 -15.090 -0.792
H 10.863 -15.361 -1.153
H 10.642 -15.333 0.614
H 11.398 -14.000 -0.240
H 9.335 -13.323 -1.285
H 8.924 -13.560 0.442
H 7.424 -14.696 -0.832
C 6.551 -21.668 -2.093
C 7.863 -21.347 -1.381
O 7.693 -20.361 -0.341
H 5.736 -21.754 -1.369
H 6.664 -22.632 -2.592
H 6.251 -20.923 -2.826
H 8.583 -20.942 -2.095
H 8.346 -22.233 -0.965
H 7.002 -20.700 0.238
C 4.580 -18.571 -1.321
C 5.052 -17.666 -2.452
O 6.188 -16.909 -2.015
H 3.747 -19.213 -1.617
H 4.236 -17.995 -0.456
H 5.374 -19.196 -0.918
H 4.246 -16.966 -2.681
H 5.307 -18.228 -3.348
H 5.934 -16.017 -1.790
*
```

Computed properties:
E_LUMO: -0.31 eV
HOMO level: -10.992 eV



Record 7
Entry from the OMol25 dataset: a structure of composition C52H60CsN5O3PSi3 at a distorted geometry (wB97M-V/def2-TZVPD).

ORCA input file:
```
! wB97M-V def2-TZVPD RIJCOSX def2/J DEFGRID3
* xyz -1 1
Cs -0.818 -0.853 -0.078
O -0.489 -4.388 -1.558
C -1.000 -3.287 -1.863
N -2.141 -2.746 -1.500
C -2.950 -3.593 -0.636
C -3.699 -2.872 0.470
C -4.973 -3.308 0.841
C -5.618 -2.706 1.903
C -4.989 -1.666 2.572
C -3.735 -1.280 2.132
N -3.100 -1.876 1.124
C -0.167 -2.457 -2.846
C -0.046 -2.917 -4.160
C 0.774 -2.240 -5.038
C 1.474 -1.125 -4.587
C 1.300 -0.737 -3.273
N 0.494 -1.377 -2.420
H -2.334 -4.373 -0.165
H -3.698 -4.130 -1.233
H -5.443 -4.112 0.288
H -6.606 -3.036 2.202
H -5.458 -1.157 3.403
H -3.209 -0.460 2.611
H -0.583 -3.809 -4.454
H 0.879 -2.578 -6.062
H 2.137 -0.570 -5.238
H 1.826 0.125 -2.874
C 0.154 -0.272 3.908
O 0.308 0.598 2.830
Si 1.299 1.975 2.825
C 3.041 1.221 2.928
C 1.060 2.718 4.557
C 0.817 3.035 1.480
Si 1.795 3.686 0.118
C 3.662 3.903 0.420
C 1.633 2.708 -1.508
C 1.336 5.443 -0.447
Si -0.880 3.679 1.618
C -1.765 3.998 -0.041
C -1.031 5.327 2.549
C -2.094 2.542 2.531
H -0.182 0.243 4.816
H 1.086 -0.804 4.149
H -0.598 -1.026 3.651
H 3.402 1.285 3.957
H 3.791 1.682 2.294
H 3.000 0.160 2.668
H 1.297 2.009 5.356
H 0.042 3.078 4.716
H 1.728 3.576 4.665
H 4.113 3.134 1.039
H 3.811 4.854 0.938
H 4.217 3.953 -0.521
H 2.074 1.708 -1.457
H 2.098 3.242 -2.344
H 0.574 2.577 -1.739
H 1.301 6.136 0.396
H 0.376 5.484 -0.960
H 2.098 5.803 -1.145
H -1.725 5.051 -0.327
H -2.818 3.722 0.040
H -1.335 3.412 -0.854
H -0.419 6.098 2.078
H -0.685 5.215 3.579
H -2.066 5.683 2.574
H -2.239 1.618 1.968
H -3.059 3.049 2.621
H -1.754 2.268 3.530
C -2.907 0.310 -4.638
C -3.003 -0.204 -3.332
N -3.550 0.453 -2.335
C -4.048 1.679 -2.566
C -3.985 2.292 -3.826
C -3.398 1.566 -4.877
C -4.501 3.622 -4.003
C -5.046 4.295 -2.971
C -5.145 3.693 -1.668
C -5.708 4.370 -0.575
C -5.778 3.742 0.640
C -5.279 2.432 0.740
N -4.739 1.775 -0.260
C -4.661 2.393 -1.453
H -2.430 -0.273 -5.415
H -2.623 -1.188 -3.073
H -3.334 2.017 -5.862
H -4.428 4.078 -4.984
H -5.422 5.302 -3.102
H -6.077 5.381 -0.705
H -6.198 4.231 1.508
H -5.316 1.911 1.690
O 1.099 -2.182 0.673
P 2.446 -2.780 0.427
C 2.475 -4.213 -0.667
C 2.298 -5.489 -0.144
C 2.228 -6.587 -0.987
C 2.343 -6.415 -2.357
C 2.523 -5.146 -2.886
C 2.583 -4.048 -2.046
C 3.654 -1.641 -0.276
C 3.427 -0.273 -0.176
C 4.385 0.624 -0.629
C 5.565 0.160 -1.186
C 5.792 -1.207 -1.303
C 4.840 -2.103 -0.850
C 3.129 -3.348 2.008
C 2.229 -3.467 3.063
C 2.665 -3.897 4.308
C 4.003 -4.202 4.506
C 4.907 -4.074 3.460
C 4.472 -3.647 2.216
H 2.199 -5.627 0.925
H 2.076 -7.575 -0.573
H 2.283 -7.272 -3.016
H 2.594 -5.005 -3.957
H 2.702 -3.059 -2.469
H 2.499 0.092 0.250
H 4.207 1.687 -0.545
H 6.309 0.865 -1.536
H 6.705 -1.573 -1.755
H 5.009 -3.167 -0.962
H 1.192 -3.201 2.899
H 1.960 -3.981 5.124
H 4.346 -4.530 5.479
H 5.954 -4.299 3.616
H 5.187 -3.538 1.410
*
```

Computed properties:
E_LUMO: 1.98 eV
HOMO level: -3.759 eV



Record 8
Entry from the OMol25 dataset: a cluster of 7 separate species, C19H56N10O7 in total at a distorted geometry (wB97M-V/def2-TZVPD).

ORCA input file:
```
! wB97M-V def2-TZVPD RIJCOSX def2/J DEFGRID3
* xyz 0 1
C 15.049 7.897 8.615
O 14.163 7.174 9.446
C 13.198 6.442 8.708
C 12.895 5.096 9.344
C 14.120 4.174 9.196
N 11.872 4.463 8.492
H 15.742 8.444 9.255
H 14.588 8.625 7.946
H 15.677 7.200 8.052
H 12.252 6.991 8.614
H 13.494 6.321 7.662
H 12.528 5.144 10.370
H 14.820 4.506 8.427
H 13.960 3.106 9.061
H 14.732 4.308 10.095
H 11.720 3.518 8.830
H 10.941 4.874 8.659
C 2.143 8.787 7.531
O 2.952 7.636 7.350
C 4.273 7.895 6.855
C 5.220 8.435 7.941
C 6.633 8.838 7.484
N 5.272 7.527 9.094
H 2.155 9.378 6.610
H 2.564 9.473 8.275
H 1.146 8.522 7.869
H 4.538 6.929 6.429
H 4.188 8.718 6.141
H 4.781 9.367 8.318
H 7.206 7.910 7.390
H 7.105 9.388 8.294
H 6.669 9.279 6.489
H 5.363 8.096 9.930
H 4.335 7.151 9.221
C 5.922 3.235 5.469
O 5.284 3.000 6.704
C 3.947 2.523 6.644
C 3.486 2.337 8.118
C 2.168 1.639 8.184
N 3.276 3.674 8.738
H 5.280 3.896 4.875
H 6.109 2.311 4.913
H 6.878 3.759 5.473
H 3.368 3.210 6.019
H 4.038 1.568 6.112
H 4.332 1.877 8.626
H 1.609 1.861 9.094
H 2.247 0.550 8.260
H 1.509 1.791 7.327
H 2.371 3.992 8.410
H 3.962 4.375 8.488
C 9.731 8.474 9.489
O 10.777 9.272 10.060
C 10.771 10.658 9.819
C 11.117 10.992 8.383
C 12.450 10.346 7.915
N 11.072 12.456 8.200
H 8.724 8.652 9.873
H 9.964 7.473 9.849
H 9.823 8.497 8.404
H 9.814 11.105 10.120
H 11.395 11.098 10.605
H 10.314 10.618 7.742
H 12.365 9.327 7.538
H 13.127 10.352 8.773
H 12.963 10.912 7.134
H 11.868 12.803 8.730
H 11.283 12.598 7.218
N 9.710 1.731 5.028
C 8.830 0.732 4.908
N 8.898 0.041 3.743
O 8.012 0.442 5.783
H 10.325 2.003 4.280
H 9.921 2.217 5.885
H 9.612 0.207 3.060
H 8.198 -0.674 3.648
N 9.870 1.412 11.947
C 10.116 2.347 10.980
N 10.231 3.612 11.447
O 10.151 2.083 9.777
H 9.921 1.810 12.866
H 9.523 0.490 11.770
H 10.298 4.182 10.612
H 10.187 3.823 12.423
N 6.936 4.806 8.009
C 8.205 4.420 8.228
N 8.441 3.183 7.806
O 9.061 5.074 8.865
H 6.356 4.159 7.479
H 6.499 5.645 8.350
H 9.185 2.688 8.289
H 7.988 2.724 7.035
*
```

Computed properties:
E_LUMO: 0.69 eV
HOMO level: -8.383 eV